Below is a structure of composition C7H28B3F3HgO5S in a non-equilibrium geometry, with properties calculated with ωB97M-V with the def2-TZVPD basis set.

ΔE to the lowest compared entry with this formula, charge and spin: 0.0 kJ/mol
Charge: -2
E: -43137.8029 eV
Strongest force on any atom: 3.183 eV Å⁻¹

```
48
Properties=species:S:1:pos:R:3:lowdin_charge:R:1
H -1.31 0.20 -2.36 0.06
H 4.34 -0.69 0.43 -0.04
F -0.07 -5.33 -1.07 0.09
F 1.03 -4.50 0.53 0.13
H 1.04 1.98 1.89 -0.06
H -0.28 -0.84 2.73 -0.07
B 1.36 2.76 1.10 -0.44
H 2.67 1.55 -2.73 0.08
H -2.53 -0.62 0.80 0.13
H 2.55 -1.14 0.73 -0.06
H 0.38 2.10 -1.85 0.11
H 1.38 -0.12 3.11 -0.06
H -3.65 0.53 2.56 0.07
H -1.98 0.38 2.93 0.06
Hg 0.98 0.19 1.00 1.02
H -3.32 1.03 -1.13 0.07
H 1.23 -1.93 2.55 -0.05
H 1.25 -0.67 -1.90 0.07
H 1.71 2.48 -3.76 0.07
C -2.54 0.47 0.77 -0.46
H -0.38 -0.18 -3.84 0.08
C -0.58 0.57 -3.09 -0.05
H -4.41 0.21 -0.08 0.08
H 3.06 0.66 0.31 -0.06
H -4.07 1.96 0.24 0.07
C 0.64 1.18 -2.37 -0.45
H 3.38 -0.02 1.98 -0.04
H 2.09 0.67 -4.04 0.08
O -0.16 -1.71 0.29 -0.38
O 0.44 -2.55 -1.97 -0.33
O 1.12 0.19 -1.47 -0.15
C -3.67 1.00 -0.09 -0.05
H 2.51 2.75 1.05 -0.04
C -0.14 -4.40 -0.09 -0.64
C 1.77 1.46 -3.36 -0.06
S -0.41 -2.63 -0.80 0.51
H -2.65 1.96 2.45 0.08
H -1.20 1.39 -3.49 0.07
H 0.65 -1.43 4.28 -0.05
H 0.87 2.46 0.09 -0.07
C -2.65 0.89 2.24 -0.06
B 3.34 -0.31 0.86 -0.48
B 0.76 -1.09 3.18 -0.46
F -1.18 -4.73 0.66 0.13
H -1.35 1.86 0.12 0.09
H 1.06 3.81 1.46 -0.06
O -1.82 -2.72 -1.20 -0.34
O -1.25 0.92 0.32 -0.14
```



Below is a structure of composition C7H28BeN14O11S in a non-equilibrium geometry, with properties calculated with ωB97M-V with the def2-TZVPD basis set.

ΔE to the lowest compared entry with this formula, charge and spin: 0.0 kJ/mol
Charge: 0
E: -62339.9730 eV
Strongest force on any atom: 2.339 eV Å⁻¹

```
62
Properties=species:S:1:pos:R:3:lowdin_charge:R:1
O -16.01 -11.37 -9.49 -0.02
N -11.89 -9.49 -10.39 0.16
H -18.44 -12.59 -15.28 0.09
H -18.53 -11.24 -14.28 0.03
N -14.03 -6.20 -12.22 0.16
H -13.35 -14.17 -11.31 0.09
H -17.33 -13.88 -8.28 0.10
N -18.66 -8.51 -9.02 0.19
N -16.02 -12.45 -15.85 0.14
H -15.04 -12.37 -15.63 0.08
H -19.20 -8.61 -9.91 0.05
H -13.40 -9.99 -15.85 0.10
C -16.75 -11.71 -14.93 -0.64
C -15.28 -6.75 -12.19 -0.66
N -14.19 -14.49 -11.77 0.15
N -13.17 -11.19 -9.52 0.19
N -11.77 -10.10 -14.01 0.16
N -16.82 -8.25 -7.69 0.14
C -16.71 -12.07 -8.77 -0.62
H -11.31 -9.98 -14.89 0.10
H -16.08 -4.97 -11.41 0.09
O -16.21 -11.18 -13.96 -0.01
H -14.84 -10.05 -14.96 0.09
H -14.07 -11.56 -9.24 0.08
N -16.73 -13.43 -8.95 0.19
H -17.29 -13.78 -11.94 0.12
H -16.59 -15.32 -12.29 0.10
H -12.33 -11.64 -9.19 0.10
H -14.42 -15.44 -11.50 0.09
Be -15.88 -10.11 -11.60 0.87
H -19.19 -8.55 -8.17 0.10
O -19.83 -9.27 -11.27 -0.37
H -17.34 -8.30 -6.83 0.08
N -13.83 -10.09 -14.95 0.18
N -18.10 -11.65 -15.14 0.16
C -15.29 -13.67 -11.93 -0.67
H -13.79 -5.28 -11.90 0.09
H -13.32 -6.88 -12.42 0.09
O -19.57 -10.75 -13.16 -0.37
O -15.21 -12.47 -11.92 0.04
N -16.46 -14.35 -12.07 0.17
H -12.04 -8.82 -11.13 0.09
O -13.63 -10.31 -12.71 0.02
H -16.29 -13.85 -9.74 0.07
O -14.17 -9.34 -10.34 0.02
N -16.24 -5.93 -11.66 0.17
H -16.45 -13.35 -16.00 0.09
H -11.13 -10.17 -13.24 0.09
O -17.95 -10.83 -11.33 -0.38
C -13.14 -9.95 -10.07 -0.65
O -16.61 -8.19 -9.94 -0.01
H -15.83 -8.43 -7.55 0.10
N -17.41 -11.62 -7.70 0.19
H -17.17 -10.71 -7.35 0.08
C -17.34 -8.32 -8.96 -0.65
O -17.95 -8.96 -12.77 -0.38
H -17.00 -6.49 -11.31 0.10
S -18.86 -9.94 -12.14 0.30
H -18.03 -12.20 -7.17 0.10
C -13.11 -10.20 -13.81 -0.64
O -15.57 -7.86 -12.59 0.02
H -11.12 -10.13 -10.39 0.09
```



Below is a cluster of 8 separate species, C7H28ClN6O7 in total in a non-equilibrium geometry, with properties calculated with ωB97M-V with the def2-TZVPD basis set.

ΔE to the lowest compared entry with this formula, charge and spin: 0.0 kJ/mol
Charge: -1
E: -43514.4902 eV
Strongest force on any atom: 1.088 eV Å⁻¹

```
49
Properties=species:S:1:pos:R:3:lowdin_charge:R:1
O -1.38 -5.23 -0.03 0.00
O -2.10 2.40 1.85 -0.17
H -0.07 -0.80 -4.10 0.07
H 1.91 3.48 -0.53 0.10
N -1.31 -2.95 -0.21 0.14
N 0.91 3.44 -0.41 0.16
O 2.24 0.56 2.69 -0.15
O -3.42 0.79 -1.32 -0.13
O -0.47 0.77 -2.82 -0.17
C -1.25 -4.13 0.49 -0.68
H 3.33 -1.10 2.02 0.07
Cl -0.12 0.19 0.31 0.04
H -1.51 1.90 1.29 -0.06
H -4.75 -0.28 -2.48 0.07
H 0.43 2.56 -0.30 -0.01
C 2.87 -0.68 2.92 -0.19
H 3.70 -0.51 3.61 0.07
C 0.46 -0.08 -3.46 -0.17
H 1.36 -1.86 -0.08 -0.01
H 1.15 0.52 -4.05 0.07
H 1.84 0.54 1.81 -0.03
C 3.12 -2.43 -1.07 -0.69
H -1.54 5.52 -0.29 0.10
N 3.51 -1.12 -1.23 0.15
H 1.64 -3.56 -0.30 0.10
N 1.92 -2.61 -0.44 0.16
H -0.33 0.69 -1.86 -0.09
C 0.28 4.65 -0.53 -0.68
H -1.14 -3.05 -1.19 0.10
H 4.23 -0.96 -1.91 0.10
H -1.84 2.31 3.93 0.07
H -2.86 0.56 -0.57 0.02
H 0.97 -0.71 -2.73 0.05
C -4.08 -0.42 -1.64 -0.18
H -0.61 -3.12 2.20 0.08
N -1.08 4.64 -0.39 0.16
H -1.35 -2.06 0.26 0.00
H -0.73 -4.83 2.33 0.09
H -1.26 3.79 3.12 0.07
H 2.77 -0.45 -1.07 0.07
H -1.56 3.80 -0.11 0.08
H -3.38 -1.22 -1.89 0.07
H -0.36 2.27 3.00 0.07
N -0.96 -3.99 1.83 0.14
H 2.23 -1.46 3.35 0.07
O 0.91 5.66 -0.83 -0.02
H -4.73 -0.76 -0.82 0.07
O 3.83 -3.38 -1.39 0.00
C -1.36 2.70 3.02 -0.16
```



Below is a cluster of 8 separate species, C7H28FN14O7 in total in a non-equilibrium geometry, with properties calculated with ωB97M-V with the def2-TZVPD basis set.

ΔE to the lowest compared entry with this formula, charge and spin: 305.1 kJ/mol
Charge: -1
E: -45632.7241 eV
Strongest force on any atom: 7.855 eV Å⁻¹

```
57
Properties=species:S:1:pos:R:3:lowdin_charge:R:1
H -0.32 -1.57 -3.61 0.14
H 2.90 4.77 -0.22 0.13
H 2.56 -1.69 1.33 0.11
O -1.67 1.27 2.87 0.03
H 0.49 0.74 2.30 0.06
H -1.47 0.97 0.48 0.05
H -1.00 -2.77 -0.53 0.07
C 2.15 -0.38 2.77 -0.74
H 1.23 1.00 3.81 0.12
O 4.61 -1.44 -1.59 -0.01
N -3.07 2.92 2.26 0.16
H -3.69 -3.32 2.03 0.11
H 1.97 4.45 1.21 0.12
H 0.94 2.68 1.24 0.09
H -0.28 -1.42 -1.84 0.04
O -1.86 2.11 -4.18 0.01
N 2.40 -2.06 -1.41 0.18
N -2.02 1.77 0.76 0.17
H 2.51 -3.06 -1.51 0.14
H -1.12 -1.36 1.30 0.06
N -0.50 -1.93 -2.69 0.17
H -0.22 1.10 -1.79 0.04
H -1.61 0.17 -1.80 0.05
H -3.04 -1.73 1.45 0.10
O 3.00 -0.62 3.64 0.01
H -2.09 2.52 0.08 0.12
N -2.95 -2.68 1.79 0.15
C -0.91 -3.13 -2.52 -0.82
C -2.23 1.93 2.02 -0.79
H 1.92 0.10 -1.20 0.05
H -1.56 -4.36 -1.14 0.12
H 1.22 -0.68 0.91 0.04
F -0.15 -0.22 -0.37 -0.48
H 0.95 1.38 0.12 0.04
N -2.16 0.71 -2.45 0.16
O 2.51 2.96 -1.44 0.04
C -1.77 -2.95 2.37 -0.74
H -3.30 3.05 3.23 0.11
H -3.28 3.69 1.63 0.11
H -3.14 0.48 -2.59 0.13
N 1.11 2.37 0.30 0.18
C -1.46 1.45 -3.23 -0.78
N 1.28 0.56 2.90 0.16
N -0.22 1.41 -2.75 0.16
H 0.50 1.89 -3.27 0.12
N 2.91 -0.08 -1.30 0.16
H 0.01 -2.11 2.45 0.10
C 3.38 -1.26 -1.50 -0.79
C 2.00 3.13 -0.37 -0.79
H 1.51 -1.61 -1.24 0.06
N -0.92 -1.99 2.06 0.16
N -1.21 -3.43 -1.27 0.18
O -1.48 -3.79 3.22 0.01
H 3.47 0.75 -1.17 0.11
N 2.30 4.15 0.30 0.16
O -1.04 -3.90 -3.43 0.02
N 1.93 -0.93 1.57 0.16
```



Below is a structure of composition C7H28FN14O7Y in a non-equilibrium geometry, with properties calculated with ωB97M-V with the def2-TZVPD basis set.

ΔE to the lowest compared entry with this formula, charge and spin: 0.0 kJ/mol
Charge: +2
E: -46666.2931 eV
Strongest force on any atom: 5.911 eV Å⁻¹

```
58
Properties=species:S:1:pos:R:3:lowdin_charge:R:1
H -0.82 0.71 -1.24 0.05
N -0.86 0.46 -4.46 0.18
N 1.54 3.17 -1.48 0.22
H 0.59 -1.74 -0.98 0.02
H 4.24 -1.42 0.63 0.10
N -0.98 -2.61 4.03 0.20
H 4.86 0.19 -2.40 0.13
O 1.08 2.53 0.66 -0.15
N -2.68 -0.70 0.55 0.15
H -3.02 3.45 3.20 0.12
O -4.89 -0.85 0.08 0.04
H -1.71 -1.92 4.06 0.12
H 1.34 4.95 1.14 0.12
H -2.09 0.88 -2.36 0.09
N -2.21 2.85 3.20 0.20
O 0.60 -4.87 -1.49 0.06
C 0.24 -2.20 3.55 -0.58
O 3.02 0.67 0.12 -0.13
N 0.72 -2.60 -1.49 0.14
H 1.62 -2.76 -1.91 0.09
H 3.59 1.38 -2.13 0.11
N -2.20 2.62 0.92 0.22
H -1.35 -4.39 0.21 0.10
N 4.37 -1.12 -0.32 0.20
C 3.85 0.09 -0.63 -0.59
H -0.95 -2.75 0.18 0.05
N -3.39 -1.32 -1.58 0.16
H 0.97 -4.09 3.76 0.13
C -0.25 0.68 -3.26 -0.65
C -3.74 -0.96 -0.30 -0.67
H -1.74 2.29 0.09 0.09
C 0.18 -3.81 -1.08 -0.67
N -1.10 0.79 -2.20 0.16
H 1.58 3.86 -2.21 0.13
F 0.31 -0.33 0.30 -0.48
H 5.18 -1.49 -0.79 0.13
N -0.97 -3.62 -0.32 0.15
H -4.00 -1.16 -2.35 0.11
C 1.34 3.42 -0.18 -0.59
H -0.92 -3.38 4.68 0.12
O 0.34 -1.03 3.09 -0.14
H 1.36 2.23 -1.82 0.06
H 2.03 -2.90 3.00 0.11
H 1.75 5.37 -0.53 0.12
C -1.70 2.22 2.11 -0.60
N 1.13 -3.18 3.35 0.21
H -2.92 -0.51 1.51 0.09
H -2.41 -1.43 -1.77 0.07
Y 1.49 0.68 1.97 1.87
O 0.97 0.74 -3.14 -0.01
H -1.83 0.22 -4.52 0.11
H -2.88 3.36 0.94 0.13
O -0.73 1.46 2.20 -0.14
H -0.22 0.40 -5.24 0.12
H -1.75 -0.61 0.18 0.03
N 4.15 0.61 -1.82 0.23
N 1.58 4.70 0.20 0.20
H -1.74 2.76 4.08 0.12
```